(1)
Entry from the OMol25 dataset: 3 unconnected molecules or ions with the total composition C18H39F3NO7 in a non-equilibrium geometry (ωB97M-V with the def2-TZVPD basis set).

Calculated values
electronic energy = -43263.32229 eV
gap between HOMO and LUMO = 6.95 eV
lowest unoccupied orbital energy = -3.393 eV

Geometry as ORCA input:
```
! RIJCOSX wB97M-V def2-TZVPD def2/J DEFGRID3
* xyz 1 1
F -3.213 0.303 -3.404
C -2.264 1.226 -3.142
F -1.305 0.599 -2.537
F -1.803 1.665 -4.283
O -2.708 2.181 -2.335
C -3.609 3.102 -2.958
C -5.040 2.553 -3.147
C -5.579 1.465 -2.152
C -6.393 0.511 -3.041
N -5.916 0.710 -4.467
C -5.296 2.072 -4.599
H -3.673 3.955 -2.294
H -3.250 3.492 -3.910
H -5.670 3.414 -2.928
H -6.329 1.979 -1.561
H -4.806 1.017 -1.546
H -6.270 -0.545 -2.824
H -7.441 0.790 -3.074
H -6.690 0.613 -5.126
H -5.251 -0.031 -4.690
H -5.913 2.829 -5.063
H -4.358 1.877 -5.107
C 1.696 1.365 -2.253
O 1.831 2.410 -1.313
C 0.608 2.871 -0.767
C 0.730 3.167 0.716
O 0.861 2.030 1.553
C 2.055 1.259 1.478
C 3.299 1.935 2.017
O 3.718 3.004 1.182
C 4.136 4.153 1.890
H 1.401 1.764 -3.231
H 2.667 0.880 -2.348
H 0.975 0.614 -1.923
H -0.191 2.139 -0.918
H 0.336 3.798 -1.291
H -0.208 3.638 1.026
H 1.517 3.895 0.913
H 2.213 0.878 0.468
H 1.873 0.383 2.106
H 4.111 1.199 2.051
H 3.103 2.287 3.035
H 3.446 4.396 2.705
H 4.143 4.989 1.191
H 5.146 4.017 2.288
C 3.923 -6.472 2.193
O 3.043 -5.678 2.961
C 3.689 -4.898 3.955
C 3.080 -3.515 4.065
O 3.344 -2.642 2.973
C 2.771 -2.933 1.709
C 1.267 -2.753 1.624
O 0.576 -3.742 2.368
C -0.517 -3.243 3.107
H 4.203 -7.378 2.741
H 3.401 -6.758 1.280
H 4.823 -5.917 1.911
H 4.760 -4.803 3.745
H 3.569 -5.413 4.916
H 3.539 -3.030 4.930
H 2.011 -3.566 4.275
H 3.074 -3.918 1.354
H 3.216 -2.211 1.017
H 0.956 -2.849 0.575
H 1.010 -1.748 1.975
H -0.261 -2.315 3.628
H -0.781 -3.990 3.856
H -1.382 -3.077 2.455
*
```

Results of the Löwdin charge analysis, in e, for atoms 1 through 2: number 1, F, carries 0.158; number 2, C, carries -0.792


(2)
Entry from the OMol25 dataset: a molecular structure, C18H39NOP2ReSi in a non-equilibrium geometry (ωB97M-V with the def2-TZVPD basis set).

Calculated values
electronic energy = -51420.17736 eV
ΔE to the lowest compared entry with this formula, charge and spin = 0.3301 eV
gap between HOMO and LUMO (alpha / beta) = 6.31 / 6.79 eV
lowest unoccupied orbital energy (alpha / beta) = 0.661 / -0.699 eV

Geometry as ORCA input:
```
! RIJCOSX wB97M-V def2-TZVPD def2/J DEFGRID3
* xyz 0 4
Re 0.283 0.245 -0.353
Si 1.992 0.576 -1.939
P -0.592 2.337 -0.565
P 0.620 -2.130 -0.546
H -2.724 -1.961 -1.503
C -2.139 2.637 0.343
H -2.455 3.673 0.186
H -1.973 2.475 1.412
H -2.935 1.964 0.018
C -0.916 3.055 -2.204
H -1.145 4.119 -2.083
H -1.755 2.539 -2.682
H -0.031 2.944 -2.837
C 0.543 3.545 0.220
H 0.144 4.549 0.017
H 1.543 3.430 -0.217
H 0.574 3.343 1.301
C -0.557 -3.246 0.317
H -0.282 -4.292 0.133
H -1.585 -3.099 -0.033
H -0.531 -3.076 1.398
C 0.728 -2.977 -2.163
H 0.959 -4.036 -1.990
H 1.520 -2.538 -2.774
H -0.222 -2.909 -2.702
C 2.183 -2.625 0.277
H 2.293 -3.716 0.205
H 2.147 -2.328 1.333
H 3.027 -2.133 -0.216
C 1.573 0.295 -3.734
H 0.781 0.946 -4.103
H 1.307 -0.728 -3.994
H 2.494 0.551 -4.257
H 2.375 2.028 -1.845
H 3.133 -0.351 -1.621
C -2.463 -1.012 -1.945
O -1.326 -0.371 -1.526
C -3.640 -0.103 -1.630
H -4.576 -0.371 -2.182
H -3.545 0.997 -1.778
H -3.811 -0.214 -0.548
C -2.512 -1.451 -3.450
H -3.173 -2.318 -3.415
H -1.549 -1.825 -3.683
H -2.909 -0.780 -4.202
C -1.313 -1.007 3.307
C -0.013 -0.343 3.680
C 0.413 -0.239 4.972
C 1.628 0.389 5.313
C 2.453 0.914 4.292
C 2.092 0.812 2.970
C 2.951 1.336 1.863
C 0.831 0.213 2.681
N 0.427 0.212 1.420
H -1.271 -2.100 3.447
H -1.608 -0.819 2.272
H -2.127 -0.648 3.961
H -0.244 -0.679 5.739
H 1.915 0.448 6.359
H 3.403 1.402 4.546
H 2.514 2.199 1.343
H 3.904 1.661 2.308
H 3.171 0.590 1.088
*
```

Results of the Löwdin charge analysis, in e, for atoms 1 through 2: number 1, Re, carries 0.912; number 2, Si, carries 0.312


(3)
Entry from the OMol25 dataset: 6 unconnected molecules or ions with the total composition C18H40Br2N4O7 in a non-equilibrium geometry (ωB97M-V with the def2-TZVPD basis set).

Calculated values
electronic energy = -179690.42463 eV
ΔE to the lowest compared entry with this formula, charge and spin = 2.3969 eV
gap between HOMO and LUMO = 9.43 eV
lowest unoccupied orbital energy = 0.286 eV

Geometry as ORCA input:
```
! RIJCOSX wB97M-V def2-TZVPD def2/J DEFGRID3
* xyz 0 1
C 4.988 5.821 -32.391
C 5.069 5.238 -30.971
O 3.977 4.389 -30.623
C 3.887 3.102 -31.095
O 4.544 2.606 -32.008
O 2.811 2.507 -30.502
C 2.455 1.248 -30.925
H 5.854 6.462 -32.555
H 4.132 6.466 -32.591
H 5.119 5.062 -33.163
H 5.089 6.155 -30.381
H 5.982 4.672 -30.786
H 1.563 1.049 -30.332
H 3.298 0.591 -30.711
H 2.300 1.086 -31.992
C 11.364 7.447 -24.062
O 10.128 7.424 -24.040
N 11.993 7.069 -25.201
C 13.428 7.291 -25.360
C 11.295 6.498 -26.365
H 12.062 7.843 -23.308
H 13.677 7.887 -26.238
H 13.839 6.294 -25.522
H 13.894 7.758 -24.492
H 11.201 7.125 -27.251
H 11.784 5.534 -26.504
H 10.306 6.314 -25.944
C 4.468 5.453 -21.158
O 4.420 4.244 -21.275
N 4.177 6.046 -19.984
C 3.742 5.266 -18.797
C 4.610 7.452 -19.758
H 4.857 6.207 -21.860
H 3.112 4.403 -19.012
H 3.139 5.791 -18.057
H 4.656 4.991 -18.270
H 4.984 7.901 -20.678
H 3.856 8.140 -19.379
H 5.377 7.440 -18.984
C 16.680 -0.041 -22.926
O 17.735 0.642 -22.983
N 16.624 -1.304 -22.475
C 15.391 -2.065 -22.388
C 17.788 -2.016 -21.944
H 15.645 0.227 -23.189
H 15.424 -3.114 -22.683
H 14.544 -1.528 -22.818
H 15.224 -2.050 -21.311
H 17.948 -2.968 -22.452
H 18.689 -1.413 -22.056
H 17.644 -2.275 -20.896
C 10.131 -0.396 -27.091
O 11.153 0.074 -26.619
N 8.884 -0.373 -26.548
C 7.695 -0.864 -27.393
C 8.541 0.165 -25.303
H 10.060 -0.872 -28.082
H 6.951 -1.448 -26.851
H 7.934 -1.372 -28.327
H 7.183 0.077 -27.595
H 7.866 1.019 -25.371
H 8.099 -0.610 -24.677
H 9.354 0.506 -24.662
Br 7.286 -11.839 -25.862
C 6.428 -10.160 -26.632
C 6.061 -9.254 -25.403
Br 4.970 -7.708 -26.065
H 5.664 -10.475 -27.342
H 7.202 -9.706 -27.250
H 7.019 -8.971 -24.966
H 5.432 -9.753 -24.665
*
```

Results of the Löwdin charge analysis, in e, for atoms 1 through 2: number 1, C, carries -0.073; number 2, C, carries -0.207


(4)
Entry from the OMol25 dataset: 7 unconnected molecules or ions with the total composition C18H40BrNO9S6 in a non-equilibrium geometry (ωB97M-V with the def2-TZVPD basis set).

Calculated values
electronic energy = -174275.05595 eV
gap between HOMO and LUMO = 6.85 eV
lowest unoccupied orbital energy = -1.837 eV

Geometry as ORCA input:
```
! RIJCOSX wB97M-V def2-TZVPD def2/J DEFGRID3
* xyz 0 1
N 1.178 0.488 -0.772
C -0.056 1.086 -0.717
C -0.773 1.895 -1.990
C -2.408 1.812 -1.674
C -3.428 2.912 -1.856
Br -3.187 4.773 -2.567
C -4.807 2.147 -1.300
O -5.947 2.851 -1.184
O -4.591 0.710 -0.961
C -3.146 0.464 -1.100
O -2.696 -0.757 -0.801
H 1.554 0.664 -1.740
H -0.697 0.995 0.284
H -0.423 3.029 -1.889
H -0.483 1.451 -3.033
C 3.656 -3.604 -1.842
S 3.882 -1.821 -1.641
O 2.775 -1.139 -2.389
C 5.375 -1.708 -2.658
H 2.746 -3.901 -1.313
H 3.556 -3.852 -2.901
H 4.511 -4.132 -1.412
H 5.168 -2.073 -3.667
H 6.173 -2.298 -2.201
H 5.683 -0.661 -2.709
C -10.444 -0.604 -0.522
S -10.218 1.179 -0.321
O -11.325 1.861 -1.069
C -8.725 1.292 -1.338
H -11.354 -0.901 0.007
H -10.544 -0.852 -1.581
H -9.589 -1.132 -0.092
H -8.932 0.927 -2.347
H -7.927 0.702 -0.881
H -8.417 2.339 -1.389
C -0.148 9.146 -0.386
S -1.414 7.892 -0.071
O -0.936 6.607 -0.678
C -2.652 8.594 -1.189
H 0.746 8.889 0.187
H 0.099 9.169 -1.451
H -0.514 10.124 -0.065
H -2.250 8.651 -2.203
H -2.935 9.590 -0.840
H -3.531 7.945 -1.184
C 4.800 -5.083 2.151
S 6.383 -4.407 1.595
O 6.543 -4.765 0.148
C 7.416 -5.542 2.554
H 3.995 -4.544 1.645
H 4.737 -6.145 1.900
H 4.703 -4.946 3.230
H 7.191 -6.575 2.278
H 7.232 -5.390 3.620
H 8.464 -5.328 2.334
C 11.103 -8.562 2.293
S 9.358 -8.515 1.816
O 8.547 -8.467 3.077
C 9.291 -10.211 1.190
H 11.364 -7.604 2.750
H 11.272 -9.365 3.014
H 11.720 -8.718 1.405
H 9.573 -10.912 1.979
H 9.968 -10.313 0.338
H 8.269 -10.422 0.866
C -5.105 5.684 2.098
S -6.657 6.021 1.231
O -7.052 7.433 1.547
C -7.679 4.930 2.249
H -4.317 6.294 1.651
H -5.205 5.939 3.156
H -4.849 4.627 1.989
H -7.619 5.231 3.298
H -7.338 3.898 2.135
H -8.715 5.007 1.909
*
```

Results of the Löwdin charge analysis, in e, for atoms 1 through 2: number 1, N, carries 0.051; number 2, C, carries -0.186